Entry 1:
107
Properties=species:S:1:pos:R:3 method="wB97M-V/def2-TZVPD" spin_multiplicity=3 total_charge=+4 e_homo_ha="-0.6821 / -0.6824" energy_ev=-132994.9962 gap_ev="6.947 / 6.956" e_lumo_ev="-11.6145 / -11.6139" fmax_ev_per_a=2.03
Tm -0.7922 3.2678 1.1412
C 4.5839 2.9427 -0.3266
C 3.6077 1.8267 -0.2317
C 3.9957 0.5104 -0.3708
C 3.0837 -0.5466 -0.4155
N 1.8062 -0.1771 -0.3351
N 0.0344 1.1163 0.1641
B -0.4478 -0.1983 -0.3958
N -1.1184 0.0585 -1.8588
N -0.6179 -0.7131 -2.8048
C -1.0492 -0.6043 -4.0527
C -2.0170 0.3672 -4.3737
C -2.5724 1.1603 -3.3962
C -3.6236 2.1822 -3.6965
C -2.0863 0.9430 -2.0887
S -2.9001 1.9194 -0.8308
C -0.4679 -1.5152 -5.1070
C 0.4560 -0.6717 -6.0085
C -1.6209 -2.0930 -5.9502
C 0.3374 -2.6505 -4.4743
N -1.5508 -1.1620 0.2434
N -1.2688 -2.4129 -0.0294
C -2.1648 -3.3676 0.2026
C -3.4031 -3.0342 0.7743
C -3.7276 -1.7172 1.0597
C -5.0534 -1.3699 1.6522
C -2.7309 -0.7805 0.7430
S -2.9437 0.9411 1.0617
C -1.8397 -4.7761 -0.2332
C -2.6316 -4.9673 -1.5523
C -0.3427 -4.9542 -0.4938
C -2.3258 -5.8052 0.7959
C 2.2297 2.0998 0.0018
S 1.6539 3.6896 0.2894
C 3.4637 -2.0122 -0.5440
C 2.9840 -2.5579 -1.9020
C 2.8155 -2.7938 0.6182
C 4.9849 -2.1708 -0.4489
H 5.6073 2.5791 -0.2776
H 4.4239 3.6889 0.4501
H 4.4555 3.4604 -1.2826
H 5.0436 0.2765 -0.4804
H -2.3368 0.4926 -5.4003
H -3.6418 2.4112 -4.7600
H -3.4577 3.1143 -3.1557
H -4.6150 1.8124 -3.4224
H -0.0839 0.1369 -6.5040
H 0.8718 -1.3191 -6.7798
H 1.2851 -0.2480 -5.4387
H -2.0717 -1.3417 -6.5988
H -2.4001 -2.5308 -5.3221
H -1.2279 -2.8782 -6.5943
H 1.1607 -2.2635 -3.8752
H 0.7577 -3.2713 -5.2641
H -0.2910 -3.2823 -3.8430
H -4.1265 -3.8095 0.9945
H -5.8517 -1.7452 1.0092
H -5.1976 -0.3035 1.7955
H -5.1772 -1.8729 2.6131
H -2.2547 -4.3103 -2.3401
H -3.6980 -4.7790 -1.4131
H -2.5190 -6.0008 -1.8794
H 0.0360 -4.1959 -1.1783
H -0.1649 -5.9358 -0.9300
H 0.2181 -4.8908 0.4412
H -3.4133 -5.8418 0.8687
H -1.9065 -5.6175 1.7856
H -1.9991 -6.7938 0.4765
H 1.8985 -2.5236 -1.9916
H 3.3032 -3.5959 -1.9903
H 3.4324 -1.9989 -2.7250
H 1.7315 -2.8366 0.5340
H 3.0948 -2.3637 1.5831
H 3.1942 -3.8147 0.5936
H 5.4998 -1.7090 -1.2924
H 5.2192 -3.2333 -0.4741
H 5.3805 -1.7702 0.4863
C -1.1362 6.3357 4.1509
P -0.2488 5.3957 2.8568
C 0.7019 6.7003 2.0042
C 0.9968 4.3918 3.7744
C 2.1514 5.0206 4.2339
C 3.1276 4.3177 4.9242
C 2.9758 2.9567 5.1410
C 1.8282 2.3139 4.7016
C 0.8217 3.0153 4.0381
P -0.7767 2.1922 3.6656
C -0.5396 0.4022 3.9297
C -1.8169 2.6327 5.1004
H -0.4546 6.4892 4.9867
H -2.0350 5.8347 4.5029
H -1.4213 7.3050 3.7409
H 1.1707 7.3735 2.7209
H 0.0085 7.2865 1.3988
H 1.4672 6.2798 1.3537
H 2.3017 6.0800 4.0684
H 4.0025 4.8344 5.2964
H 3.7371 2.3945 5.6653
H 1.7166 1.2556 4.8959
H 0.1383 -0.0284 3.1930
H -1.5193 -0.0707 3.8336
H -0.1741 0.2057 4.9364
H -1.2963 2.3370 6.0113
H -2.7693 2.1035 5.0420
H -2.0113 3.7023 5.1383
O 0.7622 -0.9892 -0.5259
N 1.3716 1.0639 -0.0234

Entry 2:
14
Properties=species:S:1:pos:R:3 method="wB97M-V/def2-TZVPD" total_charge=0 e_homo_ha="-0.2834 / -0.2833" energy_ev=-9842.7213 gap_ev="7.757 / 7.754" e_lumo_ev="0.0458 / 0.0438" fmax_ev_per_a=1.97
C -0.8587 -1.2615 1.0856
C -0.8935 1.0438 -0.8820
C 0.4711 0.4119 -0.2645
N 1.5921 1.1496 -0.5315
C 0.2338 -0.2645 0.9002
O -0.1162 -0.5602 -1.6261
O -2.0441 1.0440 -0.7253
H 0.5378 -0.2862 -2.2851
H 2.3649 1.0366 0.1064
H 1.4912 2.0589 -0.9630
H 0.6934 0.1723 1.7796
H -0.8768 -1.9928 0.2776
H -1.8456 -0.7673 1.0915
H -0.7493 -1.7847 2.0367

Entry 3:
46
Properties=species:S:1:pos:R:3 method="wB97M-V/def2-TZVPD" total_charge=+1 e_homo_ha=-0.3607 energy_ev=-41303.0677 gap_ev=6.541 e_lumo_ev=-3.2736 fmax_ev_per_a=6.85
F 7.7809 0.4487 -0.0693
C 7.0019 -0.7783 -0.3524
F 7.2758 -1.1651 -1.7698
F 7.5324 -1.8800 0.4935
C 5.3812 -0.6382 -0.1546
F 4.9911 -1.7116 0.8347
F 4.7328 -1.0106 -1.4330
C 4.8756 0.7815 0.4890
C 3.3571 1.2390 0.0320
C 2.4386 1.7686 1.3106
P 0.7228 0.9535 1.1159
C -0.5890 2.1249 0.2781
C -1.7568 1.1133 -0.2995
C -3.1216 1.8639 -0.8083
C -4.1791 0.6821 -1.2556
N -4.9403 0.0487 -0.1130
C -5.8444 -1.1319 -0.4220
C -6.6441 -1.6932 0.8991
C -6.0799 -0.6963 2.0780
C -5.0151 0.3493 1.3671
H 4.8480 0.6271 1.6681
H 5.5769 1.6978 0.2951
H 2.7751 0.3478 -0.4805
H 3.4627 2.1606 -0.6879
H 2.8970 1.3444 2.3239
H 2.3841 2.9343 1.3984
H 0.1837 0.4982 2.3847
H 0.7443 -0.2359 0.2527
H -1.0069 2.9020 1.0751
H -0.0994 2.6937 -0.6505
H -1.2579 0.5095 -1.1942
H -2.0410 0.3998 0.6145
H -2.8328 2.4540 -1.7976
H -3.5576 2.6531 -0.0626
H -4.9865 1.1928 -1.9592
H -3.5868 -0.0747 -1.9296
H -6.0373 -1.6384 -1.4638
H -7.4234 -2.5660 0.9911
H -6.4031 -0.7296 3.2021
H -4.4187 1.2146 1.8967
C 0.6898 -2.9861 -1.5872
O -0.4858 -3.2704 -0.8513
H 0.5232 -2.0909 -2.1908
H 1.5186 -2.8090 -0.8974
H 0.9219 -3.8278 -2.2442
H -0.3080 -4.0690 -0.3258